No. 1
Density functional theory data (ωB97M-V with the def2-TZVPD basis set) for 2 unconnected molecules or ions with the total composition C29H42F7N7O6.

```
91
Properties=species:S:1:pos:R:3:forces:R:3
C 3.548736 -4.438475 -0.207207 -0.4 -0.9 1.3
N 3.385581 -3.957301 -1.613208 1.1 0.5 0.3
C 4.114739 -2.663911 -1.847680 1.1 -1.9 -0.1
N 3.261379 -1.517903 -1.360137 -2.6 1.4 -0.6
C 2.032370 -1.283108 -1.840516 -0.2 1.2 -1.0
N 1.118183 -0.186358 -1.365420 -0.4 -2.2 -0.2
C 0.904802 0.933627 -2.350817 1.8 1.4 -1.8
C 0.954237 2.403750 -1.709060 -0.4 0.0 0.3
C -0.307710 2.777676 -0.788827 0.0 0.7 0.2
C -1.740894 2.569239 -1.485940 -1.0 0.6 1.1
C -2.808266 2.020541 -0.380594 0.3 0.4 0.0
C -4.317179 1.948721 -0.931513 -0.2 -0.2 0.1
C -5.075274 0.556204 -0.539673 -0.8 0.0 -0.3
C -5.932983 -0.023026 -1.800781 0.9 2.6 0.2
O -6.903016 -1.032285 -1.414544 1.2 -2.7 -1.6
C -6.460262 -2.344184 -1.722373 3.5 -1.8 0.0
C -7.484452 -3.576368 -2.001654 0.3 0.6 0.4
O -5.220678 -2.661278 -1.760126 -4.7 2.0 0.0
C -0.186363 -0.971646 -1.251958 0.4 0.1 1.6
C -0.239423 -1.319105 0.304155 -0.5 -3.3 2.4
O -0.287394 -2.454092 0.839085 0.3 3.9 -2.8
N -0.216765 -0.135843 1.244540 -0.4 -1.6 1.0
C -1.028618 -0.394243 2.435626 -3.6 -1.2 0.9
O -2.215987 -0.797118 2.434450 5.9 2.0 -0.2
F -0.386489 -0.096683 3.693760 -1.1 -0.6 -3.5
C -0.087965 -2.114574 -2.369552 -2.6 -1.2 -0.4
C -0.442840 -3.643060 -2.038064 0.2 0.0 1.4
C -1.913748 -3.899594 -1.442852 0.9 -2.6 1.2
N -2.074308 -5.005043 -0.711731 0.7 3.3 -2.4
N 1.316557 -2.067730 -2.873229 1.0 2.0 0.2
C 1.543920 -1.711205 -4.279311 0.7 -0.4 -1.7
F 0.549400 -0.884774 -4.862207 2.3 -2.1 1.5
F 2.799323 -1.046303 -4.495289 -3.1 -1.8 0.9
F 1.569868 -2.923659 -5.029561 -0.1 3.1 1.6
C 3.723799 -0.544729 -0.295575 0.6 0.9 2.6
C 3.364771 -0.962230 1.146003 1.8 3.5 0.0
C 3.792575 0.064627 2.279008 0.8 0.7 -5.9
C 4.506975 1.322709 1.661845 -0.6 -1.4 -0.3
C 4.816197 1.544721 0.163533 -1.8 -2.8 2.0
N 4.408677 0.584268 -0.807528 -1.1 -0.9 3.9
H 2.760905 -3.998263 0.517980 1.2 -0.5 -1.4
H 4.579486 -4.236257 0.254356 -1.2 -0.1 -0.7
H 3.390763 -5.586274 -0.153299 0.2 2.0 -0.3
H 3.776076 -4.684542 -2.235653 -0.3 0.8 0.3
H 5.094936 -2.746146 -1.233210 -1.6 1.1 -0.8
H 4.402360 -2.514678 -2.954136 -0.8 -0.2 1.8
H -0.040170 0.778584 -2.992167 1.4 0.1 1.2
H 1.790047 0.877638 -3.102941 -1.4 0.2 1.2
H 1.930119 2.566066 -1.103029 -1.6 -0.5 -1.1
H 0.965680 3.149559 -2.589938 0.1 -1.3 1.2
H -0.215726 3.911266 -0.556044 -0.1 -1.9 -0.3
H -0.282909 2.262972 0.249993 0.0 0.6 -1.9
H -2.155169 3.598526 -1.821183 0.8 -1.7 0.3
H -1.744860 1.879083 -2.399101 0.1 0.9 1.2
H -2.424404 1.008945 0.015304 -0.8 1.4 -0.6
H -2.812891 2.730098 0.535962 0.3 -1.1 -1.5
H -4.921805 2.841211 -0.501759 1.0 -1.5 -0.7
H -4.308166 2.114947 -2.073360 0.0 -0.5 1.6
H -5.871595 0.764441 0.278668 1.5 -0.4 -1.3
H -4.347330 -0.236143 -0.136024 -1.1 1.2 -0.7
H -5.260610 -0.320881 -2.683407 -1.0 0.0 1.5
H -6.549503 0.886650 -2.177179 0.8 -1.7 0.6
H -8.158782 -3.390493 -2.909840 0.8 0.0 1.6
H -6.865207 -4.523024 -2.235935 -0.7 1.9 0.5
H -8.066564 -3.767928 -1.033501 0.5 0.4 -1.6
H -1.115264 -0.328627 -1.426062 1.5 -0.6 0.2
H 0.779161 0.036424 1.461403 -0.7 0.3 0.0
H -0.949035 -1.824472 -3.093305 2.2 -0.2 0.5
H 0.309563 -3.999697 -1.231998 -1.3 0.5 -1.3
H -0.293816 -4.337714 -2.942314 -0.2 1.5 1.0
H -2.782214 -3.194694 -1.676586 1.1 -1.1 0.5
H -1.136842 -5.469976 -0.685937 -0.9 0.3 0.2
H 2.809712 -1.942935 1.398564 1.0 1.8 -0.7
H 3.570966 -0.080892 3.386432 0.4 0.3 -1.8
H 4.830264 2.155122 2.393396 -0.6 -1.5 -1.3
H 5.361050 2.487515 -0.200767 -1.0 -1.7 0.6
C 1.570674 2.436981 4.456391 0.5 -0.2 -0.4
C 0.516931 3.520730 4.585748 -0.4 0.2 0.4
O 0.760612 4.424143 5.644226 0.3 -1.1 0.4
C 1.742359 5.485506 5.444705 -0.7 1.3 -1.9
O 1.500807 6.156628 4.338552 0.9 -0.4 0.6
C 3.232192 4.987158 5.560239 -0.6 -0.2 0.3
F 3.357273 4.025068 6.519217 0.3 -0.1 -0.1
F 4.059814 5.989209 5.948815 -0.3 -0.2 -0.3
F 3.761591 4.467249 4.427988 0.2 0.1 0.0
H 1.883748 2.067935 5.436140 -0.1 0.0 0.0
H 1.187602 1.598627 3.866406 -0.1 0.0 0.1
H 2.453473 2.809183 3.936888 0.0 0.0 0.1
H -0.428214 3.027624 4.841144 0.0 0.1 0.1
H 0.341199 4.029333 3.632262 0.3 0.2 0.0
H 1.630236 6.038963 6.392816 -0.1 0.1 0.3
```
Positions in Å, forces in eV/Å.

Results
calculated total energy	-2663.549238	a.u.
F_max	6.2	eV/Å
HOMO-LUMO gap	2.33	eV

Löwdin atomic charge list, values in e, 5 entries:
1 C -0.14
2 N -0.11
3 C -0.13
4 N 0.09
5 C -0.07

***

No. 2
Density functional theory data (ωB97M-V with the def2-TZVPD basis set) for a single C6H9N3O2 molecule.

```
20
Properties=species:S:1:pos:R:3:forces:R:3
C 2.770497 -0.070251 -0.078262 0.8 -1.1 0.0
O 1.637012 0.268798 -0.892006 -1.1 0.0 0.6
C 0.529469 -0.568771 -0.870552 -0.5 -1.4 -1.1
C -0.778531 -0.158197 -0.295044 0.9 -0.6 -0.7
C -1.031929 0.905032 0.538672 -0.7 -0.7 -0.4
N -0.005862 1.698669 0.895070 0.0 1.7 0.5
O -2.248059 1.240916 1.090940 1.6 0.0 -0.4
C -3.328695 0.318404 0.971097 0.1 -0.4 -0.7
N 0.550794 -1.744657 -1.507944 0.2 1.9 1.5
C 1.733363 -2.257688 -1.876583 0.0 0.0 0.0
N 2.704689 -2.830935 -2.143169 -0.3 0.3 -0.1
H 3.420934 0.789650 0.030889 -0.3 0.5 -0.1
H 3.408733 -0.837125 -0.574900 -0.7 0.3 0.4
H 2.453592 -0.397242 0.923275 0.1 0.0 -0.4
H -1.529258 -0.871941 -0.595998 -0.2 0.2 0.2
H 0.762586 1.680766 0.220515 -0.3 0.1 0.5
H -0.234814 2.610877 1.312437 0.2 -0.8 -0.4
H -3.031494 -0.614398 1.425255 0.0 -0.5 0.0
H -3.587614 0.151075 -0.093558 0.1 0.1 0.6
H -4.195414 0.687018 1.519865 0.3 0.4 -0.1
```
Positions in Å, forces in eV/Å.

Results
relative energy (zero: lowest compared OMol25 entry of this formula, charge and spin)	2.898	eV
calculated total energy	-548.714882	a.u.
F_max	2.4	eV/Å
SMILES string	COC(/C=C(\N)OC)=N\C#N
HOMO-LUMO gap	8.69	eV

natural (NBO) atomic charge list, values in e, 5 entries:
1 C -0.27
2 O -0.55
3 C 0.63
4 C -0.53
5 C 0.59

***

No. 3
Density functional theory data (ωB97M-V with the def2-TZVPD basis set) for a gas-phase ion, C5H14N2 (charge -1).

```
21
Properties=species:S:1:pos:R:3:forces:R:3
N 1.855202 0.732226 0.585264 -0.5 -0.6 0.3
C 0.609817 -0.081876 0.523969 -0.2 1.3 -1.0
C 0.290220 -0.412430 -0.946368 -0.4 -0.7 0.6
C -0.163812 0.776502 -1.779192 1.5 -0.1 -1.0
C -0.664048 -1.620001 -1.120136 -0.1 0.4 0.5
C -0.595793 0.554283 1.227643 0.3 -1.1 0.9
N -0.646590 0.275666 2.671863 -0.4 1.1 -0.5
H 1.708364 1.513187 1.209613 0.2 0.3 -0.2
H 2.068674 1.062325 -0.345788 0.1 0.4 0.1
H 0.823439 -1.004159 0.998142 0.1 -1.0 0.6
H 1.238240 -0.791084 -1.324750 0.4 0.4 -0.4
H 0.665250 1.491660 -1.845386 -0.2 0.4 0.2
H -0.213281 0.429374 -2.818495 -0.5 0.1 0.0
H -1.070011 1.312621 -1.514667 -0.2 -0.3 0.3
H -1.636030 -1.251538 -1.421355 -0.2 -0.2 -0.4
H -0.256350 -2.342403 -1.830312 -0.2 0.1 -0.2
H -0.876279 -2.169429 -0.200727 0.3 0.0 0.2
H -0.647837 1.629804 1.065212 0.0 0.0 -0.4
H -1.466688 0.047006 0.810697 -0.3 0.4 -0.1
H -1.261582 -0.479702 2.915542 0.4 -0.3 0.1
H 0.239095 0.327967 3.139232 0.0 -0.4 0.2
```
Positions in Å, forces in eV/Å.

Results
relative energy (zero: lowest compared OMol25 entry of this formula, charge and spin)	0.566	eV
calculated total energy	-308.342246	a.u.
⟨S²⟩	0.750
F_max	1.8	eV/Å
total charge	-1
2S+1	2
HOMO-LUMO gap (spin up / spin down)	2.72 / 9.70	eV

natural (NBO) atomic charge list, values in e, 5 entries:
1 N -0.86
2 C -0.09
3 C -0.27
4 C -0.88
5 C -0.88